# 1
A structure of composition C55H55AsCsF5O3P2S5 in a non-equilibrium geometry. Source: the OMol25 dataset; level of theory: wB97M-V/def2-TZVPD.

Its net charge is -2. The HOMO-LUMO gap is 6.53 eV. The multiplicity is 1.

Cartesian coordinates (Å):
Cs -0.588 0.220 -1.303
C -1.807 -1.573 2.777
C -1.104 -2.909 2.538
S -0.164 -2.967 0.990
C 1.425 -3.626 1.549
C 2.152 -2.835 2.630
S 2.433 -1.101 2.183
C 1.864 -0.264 3.679
C 0.391 -0.392 4.065
S -0.807 -0.063 2.738
H -2.553 -1.410 1.995
H -2.353 -1.634 3.723
H -0.428 -3.133 3.363
H -1.861 -3.698 2.525
H 1.304 -4.666 1.866
H 2.027 -3.647 0.638
H 1.595 -2.855 3.568
H 3.109 -3.326 2.825
H 2.475 -0.578 4.529
H 2.089 0.786 3.489
H 0.172 -1.384 4.464
H 0.214 0.331 4.864
C 1.749 -1.220 -6.793
C 1.193 -2.355 -6.219
C 1.280 -2.559 -4.849
C 1.933 -1.634 -4.043
C 2.476 -0.490 -4.619
C 2.387 -0.287 -5.990
As 1.998 -1.844 -2.093
C 2.158 -3.778 -1.994
C 1.107 -4.685 -1.994
C 1.376 -6.035 -1.803
C 2.682 -6.466 -1.594
C 3.731 -5.557 -1.571
C 3.474 -4.203 -1.771
C 4.472 -3.114 -1.732
C 5.840 -3.264 -1.525
C 6.656 -2.143 -1.488
C 6.116 -0.871 -1.642
C 4.751 -0.712 -1.838
C 3.935 -1.832 -1.900
H 1.668 -1.055 -7.861
H 0.674 -3.079 -6.836
H 0.816 -3.431 -4.407
H 2.935 0.266 -3.994
H 2.802 0.616 -6.422
H 0.092 -4.322 -2.121
H 0.563 -6.751 -1.801
H 2.883 -7.519 -1.436
H 4.741 -5.904 -1.390
H 6.272 -4.249 -1.389
H 7.721 -2.260 -1.326
H 6.760 -0.001 -1.594
H 4.313 0.276 -1.926
O -0.210 2.589 -2.934
C 1.026 2.402 -2.880
O 1.627 1.461 -2.307
C 1.905 3.418 -3.612
C 3.286 3.394 -3.462
C 4.085 4.307 -4.138
C 3.505 5.248 -4.979
C 2.125 5.275 -5.134
C 1.330 4.367 -4.448
H 3.714 2.650 -2.802
H 5.160 4.285 -4.008
H 4.127 5.959 -5.510
H 1.668 6.008 -5.790
H 0.252 4.369 -4.545
C -4.614 3.856 -3.412
C -3.735 2.705 -2.932
P -3.125 2.760 -1.191
C -4.710 2.968 -0.246
C -4.546 2.631 1.236
C -2.395 4.454 -1.136
C -1.508 4.681 0.087
H -4.940 3.695 -4.442
H -4.074 4.803 -3.379
H -5.509 3.962 -2.795
H -2.829 2.630 -3.540
H -4.256 1.750 -3.048
H -5.439 2.288 -0.698
H -5.105 3.982 -0.367
H -4.226 1.595 1.364
H -5.482 2.768 1.783
H -3.787 3.253 1.710
H -3.186 5.210 -1.196
H -1.785 4.531 -2.040
H -2.060 4.587 1.023
H -1.062 5.679 0.071
H -0.693 3.959 0.124
F -6.110 -2.146 -4.541
C -4.839 -2.156 -4.076
C -3.886 -1.296 -4.594
F -4.241 -0.445 -5.575
C -2.590 -1.304 -4.123
F -1.702 -0.453 -4.671
C -2.138 -2.186 -3.100
O -0.945 -2.201 -2.663
C -3.162 -3.040 -2.602
F -2.845 -3.922 -1.630
C -4.458 -3.029 -3.072
F -5.371 -3.876 -2.555
S 1.630 3.213 5.316
P 2.015 3.701 3.425
S 1.174 2.713 1.936
C 3.844 3.666 3.196
C 4.662 4.363 4.084
C 6.038 4.346 3.932
C 6.615 3.617 2.897
C 5.807 2.915 2.017
C 4.424 2.945 2.162
C 1.690 5.494 3.164
C 1.932 6.043 1.905
C 1.674 7.382 1.662
C 1.161 8.187 2.675
C 0.913 7.644 3.926
C 1.180 6.301 4.171
H 4.206 4.906 4.905
H 6.666 4.894 4.626
H 7.693 3.597 2.782
H 6.248 2.339 1.212
H 3.779 2.407 1.476
H 2.299 5.404 1.110
H 1.860 7.797 0.679
H 0.949 9.232 2.482
H 0.505 8.265 4.716
H 0.992 5.857 5.141

Forces on atoms 1 to 6 (eV/Å):
-0.567 0.016 0.895
0.005 0.002 0.029
0.026 0.025 0.004
-0.062 -0.092 -0.082
0.004 0.027 0.001
-0.017 0.011 -0.005

# 2
A cluster of 11 separate species, C55H55N11 in total in a non-equilibrium geometry. Source: the OMol25 dataset; level of theory: wB97M-V/def2-TZVPD.

Its net charge is 0. The HOMO-LUMO gap is 9.86 eV. The multiplicity is 1.

Cartesian coordinates (Å):
N -3.632 7.514 -2.092
C -3.121 7.545 -0.860
C -2.108 6.737 -0.379
C -1.562 5.855 -1.288
C -2.115 5.649 -2.555
C -3.128 6.538 -2.926
H -3.491 8.239 -0.199
H -1.656 6.895 0.574
H -0.694 5.211 -1.031
H -1.853 4.899 -3.206
H -3.588 6.662 -3.944
N 4.741 -5.044 4.591
C 4.376 -3.795 4.831
C 3.891 -2.972 3.857
C 3.839 -3.400 2.547
C 4.216 -4.722 2.251
C 4.750 -5.457 3.337
H 4.394 -3.432 5.881
H 3.565 -2.008 4.063
H 3.673 -2.641 1.750
H 4.447 -5.074 1.274
H 5.029 -6.495 3.146
N 0.442 -4.187 2.671
C -0.734 -3.601 2.688
C -1.485 -3.395 3.817
C -0.947 -3.739 5.027
C 0.303 -4.323 5.055
C 0.899 -4.590 3.845
H -1.058 -3.208 1.715
H -2.449 -2.926 3.691
H -1.382 -3.508 5.976
H 0.672 -4.594 6.035
H 1.935 -4.945 3.837
N 4.215 0.118 2.334
C 4.806 0.364 1.193
C 4.643 1.556 0.540
C 3.636 2.448 0.963
C 2.925 2.133 2.131
C 3.253 0.980 2.811
H 5.468 -0.389 0.774
H 5.281 1.687 -0.338
H 3.401 3.359 0.444
H 2.102 2.706 2.527
H 2.880 0.683 3.815
N -0.201 2.951 2.517
C -0.743 1.796 2.046
C -1.093 0.743 2.920
C -0.816 0.861 4.269
C -0.241 2.026 4.751
C 0.017 3.021 3.834
H -0.827 1.775 0.932
H -1.568 -0.140 2.572
H -1.035 0.071 4.985
H -0.001 2.140 5.820
H 0.529 3.963 4.148
N 1.262 0.043 -4.341
C 1.663 -1.091 -3.778
C 0.848 -2.167 -3.529
C -0.465 -2.105 -3.921
C -0.955 -0.949 -4.483
C -0.070 0.101 -4.750
H 2.626 -1.028 -3.338
H 1.221 -3.059 -3.064
H -1.096 -2.955 -3.740
H -1.969 -0.779 -4.740
H -0.443 0.939 -5.259
N -0.205 -1.940 -0.350
C -0.687 -0.793 -0.926
C 0.117 0.274 -1.311
C 1.442 0.239 -0.972
C 1.909 -0.930 -0.358
C 1.067 -1.960 -0.047
H -1.737 -0.802 -1.097
H -0.361 1.146 -1.735
H 1.989 1.163 -1.032
H 2.918 -1.054 0.023
H 1.431 -2.856 0.523
N 1.749 4.680 -3.627
C 2.765 5.520 -3.839
C 3.998 5.115 -4.322
C 4.195 3.776 -4.670
C 3.122 2.936 -4.649
C 1.894 3.452 -4.120
H 2.608 6.530 -3.513
H 4.824 5.850 -4.259
H 5.147 3.410 -4.979
H 3.184 1.945 -5.007
H 1.056 2.823 -4.028
N -3.170 1.712 -1.719
C -3.568 2.807 -1.003
C -4.608 3.637 -1.352
C -5.429 3.134 -2.397
C -5.129 1.988 -3.095
C -3.959 1.353 -2.753
H -2.927 2.941 -0.101
H -4.745 4.573 -0.892
H -6.230 3.660 -2.799
H -5.707 1.572 -3.885
H -3.472 0.578 -3.461
N -6.448 -1.773 2.751
C -6.128 -1.732 1.465
C -5.194 -0.800 0.961
C -4.489 -0.046 1.904
C -4.714 -0.225 3.250
C -5.681 -1.120 3.590
H -6.674 -2.412 0.773
H -5.038 -0.577 -0.125
H -3.891 0.816 1.612
H -4.094 0.356 3.938
H -5.931 -1.344 4.661
N -0.109 -5.618 -3.218
C 1.133 -6.052 -3.389
C 2.063 -6.117 -2.397
C 1.570 -5.826 -1.099
C 0.268 -5.444 -0.852
C -0.517 -5.333 -1.991
H 1.322 -6.395 -4.440
H 3.109 -6.430 -2.559
H 2.196 -5.771 -0.242
H -0.091 -5.127 0.124
H -1.564 -5.003 -1.989

Forces on atoms 1 to 6 (eV/Å):
1.005 -1.413 -0.330
0.302 -1.116 -1.084
0.482 -0.061 -1.487
0.971 -1.924 -0.117
-1.667 2.771 1.371
-0.969 1.731 0.098

# 3
A structure of composition C55H57AsCaN3OSSb2. Source: the OMol25 dataset; level of theory: wB97M-V/def2-TZVPD.

Its net charge is +1. The HOMO-LUMO gap is 7.74 eV. The multiplicity is 1.

Cartesian coordinates (Å):
Ca 0.525 -1.124 -1.004
C -1.172 0.674 3.764
C -2.605 1.035 3.380
C -2.910 1.541 1.960
Sb -2.247 3.445 1.110
C -2.934 4.680 2.712
C -3.998 4.310 3.532
C -4.484 5.176 4.504
C -3.916 6.430 4.666
C -2.867 6.820 3.844
C -2.386 5.954 2.872
C -0.145 3.661 1.529
C 0.396 4.180 2.706
C 1.765 4.360 2.843
C 2.625 4.023 1.803
C 2.106 3.516 0.622
C 0.731 3.351 0.489
Sb -0.083 -0.524 2.356
C -1.458 -2.163 2.390
C -1.882 -2.732 1.191
C -2.770 -3.800 1.162
C -3.254 -4.313 2.355
C -2.856 -3.753 3.563
C -1.966 -2.689 3.579
C 1.320 -1.257 3.777
C 2.236 -0.351 4.308
C 3.178 -0.766 5.241
C 3.214 -2.092 5.651
C 2.305 -2.999 5.128
C 1.364 -2.585 4.191
H -1.162 0.073 4.674
H -0.570 1.556 3.956
H -2.962 1.790 4.085
H -3.213 0.142 3.550
H -3.992 1.678 1.875
H -2.660 0.776 1.216
H -4.469 3.341 3.418
H -5.310 4.870 5.134
H -4.292 7.104 5.424
H -2.428 7.803 3.956
H -1.570 6.282 2.236
H -0.258 4.464 3.524
H 2.164 4.770 3.763
H 3.692 4.169 1.912
H 2.763 3.271 -0.205
H 0.335 2.981 -0.451
H -1.537 -2.358 0.227
H -3.074 -4.226 0.215
H -3.942 -5.148 2.347
H -3.240 -4.148 4.495
H -1.666 -2.268 4.533
H 2.219 0.685 4.004
H 3.878 -0.050 5.654
H 3.945 -2.416 6.380
H 2.318 -4.032 5.456
H 0.652 -3.305 3.803
S 0.409 -3.434 -2.206
C 0.368 -3.229 -3.973
C 0.710 -4.347 -4.742
C 0.742 -4.290 -6.123
C 0.438 -3.105 -6.782
C 0.088 -1.990 -6.041
C 0.037 -2.042 -4.647
As -0.454 -0.478 -3.597
C 1.324 0.358 -3.395
C 1.393 1.526 -2.628
C 2.614 2.156 -2.416
C 3.772 1.609 -2.953
C 3.709 0.439 -3.699
C 2.492 -0.192 -3.920
C -1.272 0.594 -4.984
C -0.697 1.748 -5.495
C -1.347 2.461 -6.496
C -2.571 2.028 -6.981
C -3.151 0.876 -6.464
C -2.505 0.161 -5.467
H 0.957 -5.268 -4.230
H 1.009 -5.174 -6.688
H 0.470 -3.050 -7.862
H -0.151 -1.070 -6.558
H 0.479 1.956 -2.232
H 2.658 3.073 -1.841
H 4.725 2.097 -2.793
H 4.613 0.014 -4.115
H 2.445 -1.100 -4.508
H 0.261 2.096 -5.130
H -0.890 3.355 -6.899
H -3.072 2.582 -7.764
H -4.102 0.527 -6.845
H -2.955 -0.749 -5.084
C -3.826 0.292 -1.871
C -3.234 1.611 -2.232
N -1.965 1.934 -2.171
C -1.884 3.240 -2.606
C -3.116 3.702 -2.938
N -3.972 2.652 -2.691
H -3.037 -0.370 -1.521
H -4.307 -0.180 -2.730
H -4.571 0.388 -1.080
H -0.947 3.769 -2.661
H -3.458 4.652 -3.307
H -4.968 2.653 -2.832
O 2.297 -1.575 0.197
C 2.870 -2.472 0.861
C 2.273 -3.843 0.991
C 3.119 -4.925 0.298
C 4.302 -5.404 1.135
C 5.353 -4.334 1.421
C 4.817 -3.163 2.236
N 4.028 -2.214 1.446
H 1.276 -3.810 0.552
H 2.163 -4.077 2.053
H 3.453 -4.555 -0.675
H 2.459 -5.768 0.092
H 4.778 -6.246 0.630
H 3.923 -5.787 2.089
H 5.764 -3.949 0.483
H 6.183 -4.781 1.971
H 5.631 -2.585 2.668
H 4.203 -3.516 3.068
H 4.398 -1.290 1.280

Forces on atoms 1 to 6 (eV/Å):
0.130 0.535 0.346
0.062 0.100 -0.189
-0.159 0.116 -0.034
0.404 -0.136 0.163
-0.206 0.033 0.034
-0.014 0.052 0.076

# 4
A structure of composition C55H62MnN4O2S2. Source: the OMol25 dataset; level of theory: wB97M-V/def2-TZVPD.

Its net charge is +1. The HOMO-LUMO gap (spin up / spin down) is 5.87 / 5.58 eV. The multiplicity is 5.

Cartesian coordinates (Å):
Mn 0.045 0.125 0.694
C 4.849 -3.560 1.998
C 3.602 -3.609 2.886
C 2.785 -2.361 2.782
C 2.720 -1.324 3.659
C 3.359 -1.215 5.008
C 2.450 -1.757 6.116
C 1.824 -0.353 3.082
N 1.385 -0.775 1.866
C 1.924 -2.018 1.674
C 1.607 -2.882 0.648
C 0.673 -2.659 -0.347
C 0.381 -3.577 -1.417
C 0.943 -4.957 -1.547
C 0.224 -5.956 -0.634
C -0.522 -2.957 -2.228
C -0.768 -1.663 -1.654
C -1.522 -0.666 -2.247
C -1.698 0.604 -1.748
N -1.212 1.068 -0.547
C -1.729 2.328 -0.396
C -1.526 3.145 0.699
C -0.758 2.821 1.797
N -0.024 1.674 1.935
C 0.557 1.743 3.178
C 1.431 0.820 3.702
C 0.166 2.964 3.841
C -0.642 3.636 2.981
C -1.352 4.936 3.192
C -2.807 4.744 3.629
C 0.552 3.335 5.238
C -0.303 2.614 6.285
C -2.545 2.677 -1.530
C -2.498 1.618 -2.384
C -3.154 1.496 -3.723
C -4.527 0.823 -3.658
C -3.312 3.955 -1.689
C -2.460 5.142 -2.138
N -0.069 -1.519 -0.491
C -1.104 -3.451 -3.514
C -0.263 -3.023 -4.721
H 5.444 -4.466 2.112
H 5.473 -2.707 2.264
H 4.580 -3.456 0.946
H 3.901 -3.755 3.924
H 2.992 -4.477 2.619
H 3.615 -0.174 5.218
H 4.301 -1.765 5.005
H 1.483 -1.253 6.104
H 2.900 -1.614 7.098
H 2.270 -2.823 5.976
H 2.119 -3.834 0.634
H 2.011 -4.951 -1.317
H 0.857 -5.286 -2.585
H 0.292 -5.649 0.410
H 0.655 -6.953 -0.727
H -0.833 -6.019 -0.896
H -1.997 -0.894 -3.192
H -2.027 4.103 0.706
H 1.839 1.025 4.682
H -1.319 5.529 2.275
H -0.819 5.515 3.949
H -3.369 4.181 2.882
H -3.300 5.704 3.775
H -2.857 4.189 4.566
H 0.452 4.414 5.364
H 1.607 3.103 5.404
H -1.342 2.940 6.225
H 0.059 2.821 7.291
H -0.285 1.535 6.127
H -2.502 0.938 -4.400
H -3.254 2.493 -4.156
H -4.449 -0.173 -3.217
H -4.960 0.724 -4.653
H -5.215 1.406 -3.044
H -3.804 4.196 -0.743
H -4.112 3.794 -2.413
H -1.657 5.341 -1.428
H -3.069 6.041 -2.228
H -2.001 4.939 -3.106
H -2.125 -3.079 -3.624
H -1.176 -4.540 -3.486
H -0.178 -1.935 -4.762
H -0.708 -3.367 -5.654
H 0.745 -3.434 -4.651
C -3.047 -2.810 3.142
S -1.859 -2.459 1.849
O -1.400 -1.059 2.151
C -2.995 -2.340 0.478
C -3.614 -1.128 0.214
C -4.488 -1.044 -0.858
C -4.726 -2.160 -1.652
C -4.082 -3.361 -1.388
C -3.202 -3.454 -0.318
H -3.809 -2.033 3.135
H -2.500 -2.808 4.083
H -3.482 -3.790 2.957
H -3.397 -0.267 0.836
H -4.982 -0.106 -1.075
H -5.415 -2.091 -2.484
H -4.259 -4.222 -2.017
H -2.687 -4.384 -0.107
O 1.904 0.462 -0.658
S 1.886 0.301 -2.155
C 3.594 0.233 -2.650
C 4.547 0.981 -1.973
C 5.867 0.898 -2.381
C 6.218 0.081 -3.451
C 5.255 -0.665 -4.113
C 3.929 -0.598 -3.705
C 1.496 1.917 -2.813
C 1.417 2.995 -1.950
C 1.158 4.251 -2.480
C 0.966 4.409 -3.845
C 1.021 3.309 -4.693
C 1.285 2.051 -4.177
H 4.253 1.605 -1.140
H 6.625 1.473 -1.867
H 7.252 0.020 -3.762
H 5.535 -1.306 -4.937
H 3.167 -1.188 -4.199
H 1.565 2.846 -0.888
H 1.109 5.108 -1.822
H 0.772 5.392 -4.252
H 0.862 3.433 -5.755
H 1.342 1.188 -4.829

Forces on atoms 1 to 6 (eV/Å):
0.089 -0.462 -0.112
-0.013 0.010 0.013
0.004 0.008 -0.014
0.085 0.042 -0.014
0.004 -0.032 0.032
-0.016 -0.015 -0.008

Results for DFT total energy: -211804.185, -74313.985, -167662.745, -121086.361 (in eV, following the order of the records).
Results for energy above the lowest of the compared OMol25 structures with the same formula, charge and spin: 17.1, 44.0, 32.9, 0.0 (in kcal per mole, following the order of the records).